{
  "formula": "C5H8O",
  "method": "wB97M-V/def2-TZVPD",
  "gap_ev": 10.254,
  "energy_ha": -270.42124,
  "charge": 0,
  "homo_ev": -9.4,
  "elements": ["C", "C", "C", "C", "C", "O", "H", "H", "H", "H", "H", "H", "H", "H"],
  "coordinates": [[-1.438, -0.126, 0.793], [-0.352, 1.530, -1.443], [0.036, -0.511, 1.030], [1.004, -0.408, -0.162], [0.902, 0.779, -1.094], [0.039, 0.611, -2.263], [-1.706, 0.769, 1.361], [-2.116, -0.929, 1.095], [-1.677, 0.099, -0.248], [0.433, 0.092, 1.854], [0.085, -1.549, 1.376], [2.026, -0.400, 0.233], [0.935, -1.312, -0.779], [1.833, 1.259, -1.378]],
  "forces_ev_per_angstrom": [[-0.091, 0.025, -0.031], [0.160, -0.253, -0.203], [0.011, -0.011, 0.074], [-0.007, -0.005, 0.005], [0.244, 0.021, 0.187], [-0.274, 0.267, 0.002], [0.013, -0.123, -0.082], [0.095, 0.089, 0.037], [0.070, -0.128, 0.085], [-0.051, -0.031, -0.114], [0.033, 0.151, 0.012], [-0.092, -0.073, -0.050], [-0.065, 0.085, 0.001], [-0.044, -0.015, 0.078]],
  "mulliken_charge": [-1.0795, -0.5409, -0.2742, -0.9051, 0.4227, -0.1842, 0.2781, 0.3015, 0.3770, 0.3037, 0.2871, 0.3430, 0.2951, 0.3758]
}